No. 1
# C15H34BClN2O6

A 3-piece molecular cluster, C15H34BClN2O6 overall in a non-equilibrium geometry (wB97M-V/def2-TZVPD, OMol25).

Geometry as XYZ:
```
59
Properties=species:S:1:pos:R:3:forces:R:3:mulliken_charge:R:1
C -3.320 2.519 3.016 0.46 -0.47 -1.20 -1.37
C -3.996 1.909 1.713 -0.26 0.00 0.61 0.60
C -3.413 2.590 0.437 -0.65 0.84 0.56 -0.90
C -3.868 0.342 1.735 -0.52 -0.66 0.30 -1.18
B -2.327 -0.173 1.543 0.34 1.32 0.12 1.00
O -1.843 -0.591 0.216 0.75 -0.40 -0.60 -0.66
C -0.447 -0.718 0.487 -0.76 -0.05 1.42 -0.12
C -0.405 -1.213 2.041 -1.09 -1.40 0.17 0.87
Cl 0.544 -0.112 3.212 0.00 0.74 -0.51 -0.31
C 0.289 -2.651 2.265 1.38 -0.60 1.46 0.05
O -0.084 -3.596 1.544 -0.72 0.44 -0.76 -0.70
O 1.192 -2.772 3.164 -1.16 0.52 -1.13 -0.76
O -1.755 -1.198 2.451 1.48 -0.49 -0.32 -0.65
H -3.607 3.586 3.190 -0.11 -0.78 0.02 0.42
H -2.221 2.504 2.823 -0.73 -0.10 0.44 0.19
H -3.543 1.834 3.864 0.15 0.78 -0.32 0.34
H -5.093 2.161 1.820 0.81 -0.09 -0.40 0.32
H -2.339 2.388 0.260 -0.90 -0.26 0.16 0.06
H -4.031 2.376 -0.469 0.61 -0.09 0.55 0.27
H -3.491 3.708 0.597 0.07 -0.83 -0.23 0.31
H -4.218 0.015 2.759 0.26 0.21 -0.82 0.23
H -4.587 -0.161 1.021 0.52 0.66 0.40 0.25
H -1.618 0.802 1.783 -0.12 0.76 0.14 -0.33
H 0.030 -1.509 -0.137 -0.23 0.77 0.26 0.10
H -0.010 0.316 0.472 0.20 -0.89 -0.27 0.03
C -0.712 5.599 -0.458 0.01 0.13 0.26 -1.56
C 0.024 4.359 -0.960 -0.24 0.16 -0.27 0.42
C 1.109 4.672 -2.008 0.09 -0.37 0.19 -0.82
O 0.610 4.952 -3.311 0.24 0.32 0.11 -0.38
C 0.165 6.280 -3.498 -0.15 -0.30 -0.23 -0.65
N -0.959 3.398 -1.461 0.53 0.12 -0.42 -0.47
H -1.439 5.975 -1.180 0.04 -0.06 -0.05 0.31
H -1.263 5.365 0.454 0.01 -0.08 -0.09 0.32
H -0.011 6.406 -0.226 -0.01 0.00 -0.03 0.39
H 0.527 3.912 -0.096 0.04 -0.06 -0.09 0.40
H 1.732 3.780 -2.120 -0.09 0.01 -0.08 0.37
H 1.776 5.477 -1.669 -0.09 0.13 -0.02 0.43
H 0.765 6.998 -2.930 -0.04 -0.01 0.08 0.29
H -0.890 6.370 -3.227 0.02 0.21 0.11 0.23
H 0.253 6.517 -4.561 0.06 -0.05 0.02 0.25
H -0.479 2.533 -1.704 -0.18 -0.13 0.28 0.24
H -1.295 3.746 -2.358 -0.10 0.02 0.12 0.23
C 2.618 -4.857 0.591 -0.01 0.07 0.03 -1.42
C 2.838 -4.765 -0.915 0.18 -0.27 0.47 0.70
C 2.659 -6.108 -1.645 -0.05 0.38 -0.31 -0.86
O 3.753 -7.011 -1.502 -0.25 -0.18 0.04 -0.41
C 3.745 -7.755 -0.298 0.34 0.02 -0.14 -0.65
N 4.164 -4.182 -1.175 0.03 -0.14 -0.42 -0.74
H 3.463 -5.317 1.111 0.10 -0.03 -0.14 0.21
H 2.488 -3.862 1.018 -0.13 -0.14 0.06 0.26
H 1.719 -5.431 0.822 -0.04 0.21 0.07 0.37
H 2.081 -4.078 -1.308 0.01 -0.07 -0.04 0.32
H 2.592 -5.902 -2.719 0.13 -0.09 -0.01 0.38
H 1.718 -6.594 -1.362 0.05 0.00 0.17 0.41
H 2.730 -8.002 0.025 -0.01 0.11 0.05 0.30
H 4.271 -7.211 0.489 -0.19 -0.04 0.17 0.24
H 4.290 -8.686 -0.477 -0.04 0.01 -0.09 0.26
H 4.265 -4.034 -2.177 -0.02 0.11 0.05 0.27
H 4.855 -4.900 -0.966 -0.05 0.09 0.12 0.31
```
Positions in Å, forces in eV/Å.

Properties
Charge   -2

=====

No. 2
# C15H34N3O11P2

A 3-piece molecular cluster, C15H34N3O11P2 overall in a non-equilibrium geometry (wB97M-V/def2-TZVPD, OMol25).

Geometry as XYZ:
```
65
Properties=species:S:1:pos:R:3:forces:R:3:mulliken_charge:R:1
N -1.994 -4.867 -8.353 0.48 0.20 -0.35 -0.46
C -1.239 -5.523 -7.779 -0.91 -0.44 0.52 0.60
O -0.581 -6.376 -7.060 0.62 0.14 -0.29 -0.28
N -1.394 -6.784 -5.929 -0.67 0.03 0.71 -0.48
C -0.804 -6.197 -4.714 0.51 0.05 0.28 0.19
N -1.354 -6.931 -3.584 -0.09 -0.06 -0.19 -0.77
C -1.004 -4.670 -4.597 0.21 1.43 -0.25 0.47
O -0.007 -3.975 -4.898 0.22 -0.46 -0.09 -0.76
O -2.093 -4.227 -4.174 -0.38 -0.89 0.20 -0.74
H -1.213 -7.782 -5.837 0.10 0.00 -0.36 0.29
H 0.277 -6.380 -4.724 -0.02 0.09 -0.07 0.36
H -2.225 -6.475 -3.317 0.01 0.11 -0.13 0.34
H -0.709 -6.754 -2.822 -0.10 -0.18 0.10 0.29
O -0.787 -2.009 1.576 -2.47 2.47 -0.12 -0.90
P -0.123 -1.207 0.514 5.77 -3.51 -1.32 0.99
O 0.082 -2.253 -0.697 -0.51 0.37 0.29 -0.34
C -1.072 -2.723 -1.434 -0.23 -0.27 -0.32 0.03
C -1.624 -1.675 -2.370 -0.10 0.44 0.20 -0.96
O 1.399 -1.128 1.130 -0.22 0.43 0.00 -0.16
C 1.662 -1.362 2.507 0.14 -0.21 0.11 -0.28
C 2.151 -2.779 2.728 0.10 -0.12 -0.07 -1.32
O 0.101 0.123 -0.374 -2.62 0.20 0.97 -0.16
C 1.372 0.602 -0.831 0.55 0.60 -0.23 -0.05
C 2.124 -0.345 -1.738 -0.06 -0.35 0.06 -1.15
H -1.840 -3.063 -0.734 0.09 0.01 0.09 0.27
H -0.743 -3.584 -2.010 0.13 0.07 0.00 -0.04
H -2.045 -0.827 -1.814 0.01 -0.04 0.03 0.41
H -2.406 -2.104 -2.993 0.13 -0.15 -0.06 0.40
H -0.839 -1.279 -3.014 -0.01 -0.14 -0.11 0.12
H 0.784 -1.147 3.117 -0.08 -0.10 -0.09 0.31
H 2.440 -0.653 2.806 0.00 0.04 -0.10 0.34
H 1.484 -3.502 2.259 -0.14 0.08 0.08 0.29
H 2.224 -3.004 3.793 0.01 0.02 0.00 0.39
H 3.136 -2.915 2.277 0.01 0.02 0.02 0.31
H 1.983 0.913 0.017 -0.09 -0.20 0.12 0.19
H 1.141 1.512 -1.388 -0.27 -0.07 0.04 0.43
H 2.470 -1.229 -1.205 -0.04 0.01 0.02 0.24
H 3.000 0.166 -2.144 -0.06 0.12 0.03 0.44
H 1.499 -0.681 -2.564 0.02 0.04 -0.02 0.23
O -0.511 6.439 3.595 0.28 -0.55 3.29 -0.83
P -0.331 4.973 3.467 -0.64 -1.02 -6.20 1.03
O 1.036 4.821 2.596 -0.08 0.00 0.51 -0.24
C 2.283 5.187 3.188 0.23 0.05 0.05 -0.41
C 2.763 4.163 4.201 -0.16 -0.05 0.10 -0.90
O -1.482 4.621 2.366 0.08 -0.20 0.39 -0.37
C -2.574 5.501 2.101 -0.10 0.22 -0.27 -0.36
C -2.306 6.328 0.861 0.10 -0.05 -0.16 -1.11
O -0.330 3.483 4.063 0.28 1.66 2.19 -0.32
C -0.772 2.305 3.358 -0.34 -0.82 -0.04 -0.57
C -0.004 1.988 2.099 0.14 0.34 -0.04 0.25
H 2.199 6.177 3.647 -0.04 0.01 -0.04 0.32
H 3.001 5.263 2.371 -0.10 -0.01 -0.08 0.31
H 2.104 4.131 5.072 0.04 0.01 0.01 0.27
H 3.769 4.406 4.545 0.00 0.03 -0.04 0.40
H 2.768 3.163 3.767 0.06 0.02 -0.05 0.15
H -2.785 6.133 2.962 0.17 0.04 0.02 0.37
H -3.453 4.872 1.942 0.09 -0.11 0.02 0.35
H -1.331 6.813 0.912 -0.04 0.07 0.17 0.28
H -3.074 7.094 0.733 -0.01 -0.02 0.00 0.38
H -2.300 5.692 -0.026 -0.04 -0.01 0.01 0.29
H -1.842 2.361 3.169 0.03 0.26 -0.06 0.27
H -0.633 1.488 4.069 0.12 0.19 0.17 0.35
H -0.187 2.716 1.311 -0.05 -0.01 0.00 0.39
H -0.311 1.011 1.722 -0.06 0.25 0.29 -0.42
H 1.070 1.965 2.285 -0.01 -0.09 0.05 0.05
```
Positions in Å, forces in eV/Å.

Properties
Charge   -1

=====

No. 3
# C15H35B3BrN11O23

A 11-piece molecular cluster, C15H35B3BrN11O23 overall in a non-equilibrium geometry (wB97M-V/def2-TZVPD, OMol25).

Geometry as XYZ:
```
88
Properties=species:S:1:pos:R:3:forces:R:3:mulliken_charge:R:1
Br 0.706 -2.743 6.437 -0.23 -0.14 -0.31 -0.29
B -0.280 -2.702 4.762 0.64 -0.83 -0.12 0.60
O 0.398 -2.268 3.650 -0.62 0.61 0.63 -0.62
B -0.391 -1.540 2.772 0.29 0.27 -1.41 0.91
O -1.769 -1.550 2.790 0.85 -0.54 1.36 -0.58
B -2.351 -2.337 3.783 -1.40 0.00 -0.50 0.46
C -3.921 -2.335 3.876 2.92 -0.63 -0.02 0.82
C -4.587 -3.469 3.483 -2.48 0.56 0.24 -0.44
C -6.008 -3.344 3.535 2.32 -0.67 -0.48 -0.64
C -6.496 -2.145 3.967 -2.22 0.01 0.06 -0.45
N -5.837 -1.077 4.396 0.01 0.36 0.11 -0.53
C -4.533 -1.188 4.345 -0.01 0.06 -0.22 -0.65
O -1.574 -3.109 4.650 0.16 0.86 0.35 -0.20
H 0.149 -0.917 1.927 0.06 -0.16 -0.05 -0.21
H -4.079 -4.363 3.156 -0.03 -0.10 0.00 0.43
H -6.666 -4.137 3.223 -0.10 -0.05 0.05 0.51
H -7.579 -2.053 3.957 0.04 0.18 0.14 0.52
H -3.917 -0.351 4.655 -0.19 0.13 0.09 0.41
C 2.531 -3.240 1.799 -0.13 0.02 -0.08 -0.30
N 3.340 -3.470 0.571 -0.01 -0.02 0.11 0.99
O 3.505 -2.532 -0.183 0.00 0.05 -0.09 -0.53
O 3.783 -4.585 0.405 0.04 -0.02 -0.04 -0.58
H 2.206 -2.212 1.812 0.05 0.03 -0.10 -0.20
H 1.682 -3.917 1.759 0.12 -0.14 0.02 0.33
H 3.166 -3.457 2.652 -0.02 -0.10 -0.02 0.26
C 4.629 -0.169 -2.362 0.20 -0.07 0.11 -0.68
N 4.394 0.049 -3.815 0.11 0.01 0.20 0.93
O 5.339 0.390 -4.499 -0.04 -0.03 0.06 -0.53
O 3.266 -0.130 -4.223 -0.03 0.03 -0.06 -0.53
H 5.672 0.029 -2.148 0.00 0.03 -0.09 0.33
H 3.983 0.517 -1.823 -0.10 -0.09 -0.02 0.19
H 4.374 -1.201 -2.137 -0.13 0.05 0.03 0.31
C -8.295 0.960 1.027 0.10 0.18 0.04 -0.74
N -8.776 -0.123 1.927 0.03 0.06 0.00 0.89
O -8.589 0.011 3.115 -0.12 0.03 0.02 -0.49
O -9.323 -1.070 1.399 0.01 -0.04 -0.01 -0.53
H -7.832 1.730 1.633 -0.01 -0.05 0.06 0.32
H -7.579 0.519 0.341 -0.09 -0.04 -0.06 0.28
H -9.158 1.348 0.494 0.01 -0.09 -0.07 0.28
C 3.447 0.054 4.897 -0.19 0.11 0.06 -0.70
N 3.870 -0.524 3.593 -0.07 0.09 0.15 0.89
O 3.099 -0.426 2.660 0.10 0.17 -0.07 -0.43
O 4.957 -1.058 3.551 0.00 -0.06 -0.04 -0.55
H 2.462 0.491 4.775 0.01 -0.02 -0.09 0.24
H 3.430 -0.755 5.621 0.10 0.00 0.00 0.26
H 4.178 0.808 5.171 0.07 -0.09 0.03 0.30
C 4.461 0.301 -7.235 0.20 0.04 -0.12 -0.73
N 4.223 0.516 -8.691 0.09 -0.16 0.16 0.86
O 5.168 0.860 -9.376 -0.03 -0.08 -0.01 -0.56
O 3.097 0.337 -9.102 -0.03 0.08 -0.06 -0.52
H 5.502 0.499 -7.022 0.01 0.04 -0.09 0.33
H 3.816 0.985 -6.695 -0.10 -0.09 0.00 0.31
H 4.206 -0.730 -7.013 -0.14 0.05 0.03 0.30
C -6.230 -6.239 7.402 0.16 0.06 0.11 -0.75
N -6.464 -6.078 5.942 0.02 0.01 0.06 0.87
O -5.537 -5.692 5.260 0.05 -0.16 0.01 -0.48
O -7.572 -6.343 5.532 -0.02 0.00 -0.04 -0.53
H -5.204 -5.966 7.619 0.00 0.02 -0.07 0.30
H -6.925 -5.583 7.917 -0.07 -0.07 -0.02 0.29
H -6.419 -7.279 7.649 -0.11 0.03 0.00 0.28
C -1.914 -1.122 8.460 0.09 -0.12 0.18 -0.60
N -3.345 -0.733 8.360 0.05 -0.02 0.09 0.90
O -4.045 -0.897 9.335 -0.05 0.00 -0.01 -0.54
O -3.710 -0.275 7.298 -0.01 0.04 -0.06 -0.51
H -1.731 -1.509 9.456 -0.07 0.02 0.01 0.32
H -1.724 -1.883 7.709 -0.04 0.12 -0.04 0.08
H -1.320 -0.232 8.274 -0.02 -0.02 -0.12 0.31
C 4.361 3.740 -10.456 -0.10 -0.13 0.11 -0.35
N 5.283 4.822 -10.018 -0.06 -0.13 0.00 0.87
O 6.045 4.583 -9.108 0.02 0.08 0.03 -0.52
O 5.208 5.883 -10.608 0.02 0.06 0.00 -0.55
H 4.540 2.862 -9.849 0.11 0.11 -0.07 -0.06
H 3.346 4.106 -10.326 0.02 0.09 -0.13 0.30
H 4.570 3.535 -11.502 -0.05 0.08 -0.02 0.30
C 5.057 9.208 -11.322 0.15 -0.01 0.13 -0.51
N 4.811 9.421 -12.774 0.07 0.01 0.08 0.86
O 5.750 9.762 -13.462 -0.02 0.00 -0.06 -0.52
O 3.680 9.237 -13.170 -0.03 0.00 -0.03 -0.52
H 6.101 9.407 -11.115 0.01 0.01 -0.09 0.29
H 4.415 9.895 -10.779 -0.09 -0.06 -0.04 0.27
H 4.807 8.176 -11.095 -0.07 0.03 0.00 0.16
C 0.712 2.220 0.370 0.02 0.14 -0.16 -0.75
N 0.608 2.387 1.844 0.00 0.09 -0.07 0.87
O 0.590 3.515 2.287 0.02 -0.02 0.06 -0.53
O 0.551 1.369 2.502 0.00 0.14 0.13 -0.45
H 0.756 3.202 -0.087 -0.01 0.02 0.07 0.31
H 1.618 1.654 0.171 -0.07 -0.11 0.04 0.25
H -0.168 1.674 0.041 0.06 -0.10 0.04 0.28
```
Positions in Å, forces in eV/Å.

Properties
Structure (SMILES)   BrB1OBOB(c2cccnc2)O1.C[N+](=O)[O-].C[N+](=O)[O-].C[N+](=O)[O-].C[N+](=O)[O-].C[N+](=O)[O-].C[N+](=O)[O-].C[N+](=O)[O-].C[N+](=O)[O-].C[N+](=O)[O-].C[N+](=O)[O-]

=====

Number 1: calculated total energy -1637.92530 Ha. Number 2: calculated total energy -2266.64406 Ha. Number 3: calculated total energy -5573.31730 Ha.